DFT (wB97M-V/def2-TZVPD) results for a molecular structure, C27H26F6N2O5PRuS2.

Summary:
<S²> ... 6.024
Multiplicity ... 5
Energy relative to the best compared isomer or geometry (same formula, charge and spin) ... 42.9 kcal/mol
Net charge ... +1

Each line ends with the natural charge from an NBO analysis.
Atoms and positions in Å:
Ru -0.1103 1.2974 0.1717  1.187
C -0.6414 2.1854 -2.9956  -0.062
C -1.9409 1.4126 -3.1336  -0.239
C -2.8001 2.1238 -4.1807  -0.618
C -2.6950 1.3235 -1.8061  -0.094
C -4.0782 0.6884 -1.9483  -0.088
O -4.2056 -0.1223 -0.7645  -0.462
C -2.9782 -0.2859 -0.2656  0.628
N -2.0542 0.4424 -0.7887  -0.579
C -2.8846 -1.3340 0.7747  -0.124
C -4.0243 -2.1240 0.9506  -0.150
C -4.0273 -3.1923 1.8294  -0.176
C -2.8806 -3.5059 2.5385  -0.181
C -1.7458 -2.7279 2.3808  -0.119
C -1.7352 -1.6296 1.5241  -0.348
P -0.1463 -0.7638 1.4207  1.141
C 0.9221 -1.9056 0.5229  -0.418
C 0.7236 -1.9914 -0.8587  -0.153
C 1.5321 -2.8100 -1.6237  -0.192
C 2.5450 -3.5442 -1.0173  -0.163
C 2.7287 -3.4768 0.3529  -0.191
C 1.9199 -2.6567 1.1301  -0.187
C 0.4732 -0.5077 3.0943  -0.430
C -0.3921 -0.4477 4.1874  -0.195
C 0.0980 -0.1037 5.4370  -0.202
C 1.4435 0.1956 5.6011  -0.169
C 2.3021 0.1600 4.5118  -0.211
C 1.8229 -0.1836 3.2576  -0.134
H -0.1336 2.2710 -3.9568  0.210
H 0.9242 1.0135 -2.4470  0.502
H -0.8474 3.1972 -2.6381  0.193
H -1.7204 0.3929 -3.4691  0.215
H -3.0700 3.1279 -3.8454  0.217
H -3.7197 1.5813 -4.3944  0.222
H -2.2572 2.2210 -5.1202  0.236
H -2.7729 2.3307 -1.3762  0.207
H -4.1333 0.0192 -2.8092  0.198
H -4.9048 1.3917 -1.9712  0.225
H -4.9125 -1.9030 0.3797  0.248
H -4.9226 -3.7873 1.9443  0.238
H -2.8634 -4.3531 3.2104  0.237
H -0.8495 -2.9782 2.9343  0.224
H -0.0636 -1.4126 -1.3324  0.201
H 1.3938 -2.8663 -2.6948  0.230
H 3.1991 -4.1563 -1.6223  0.235
H 3.5134 -4.0530 0.8238  0.232
H 2.0764 -2.6089 2.1994  0.228
H -1.4463 -0.6616 4.0704  0.224
H -0.5749 -0.0665 6.2830  0.231
H 1.8205 0.4639 6.5787  0.232
H 3.3484 0.4065 4.6300  0.238
H 2.4997 -0.1854 2.4134  0.238
F 1.8135 3.5197 -0.5313  -0.331
C 2.9487 3.2640 0.1557  0.720
F 2.7062 3.5147 1.4404  -0.304
F 3.9044 4.0528 -0.2848  -0.282
S 3.3796 1.4771 -0.0401  2.262
O 2.0420 0.8442 0.1451  -1.051
O 4.3026 1.2033 1.0090  -0.887
N 3.9328 1.3488 -1.4676  -1.170
S 3.1406 0.4790 -2.6092  1.351
O 0.2594 1.6041 -2.0451  -0.801
O 3.8094 -0.7811 -2.9011  -0.915
C 3.6298 1.6350 -3.9827  0.770
F 3.1022 1.1433 -5.1117  -0.320
F 3.0801 2.8364 -3.7601  -0.323
F 4.9296 1.7593 -4.1258  -0.285
C -1.0369 2.0452 1.6619  -0.570
H -0.5709 2.1237 2.6460  0.208
H -2.1275 2.0302 1.7087  0.194

Cartesian forces, eV/Å:
Ru -0.061 -0.153 0.131
C 0.061 0.019 -0.030
C -0.006 0.009 0.016
C 0.002 -0.002 0.016
C -0.009 -0.039 -0.015
C 0.000 0.016 -0.017
O 0.001 -0.025 -0.009
C 0.018 0.006 -0.027
N -0.005 0.052 0.018
C 0.003 0.005 0.015
C 0.009 0.010 0.009
C 0.001 -0.001 -0.001
C 0.003 -0.002 0.008
C -0.008 0.029 -0.010
C -0.009 0.018 -0.011
P 0.033 0.053 -0.029
C 0.006 0.045 -0.048
C 0.011 -0.009 0.042
C 0.016 -0.019 -0.021
C -0.003 0.035 -0.029
C 0.010 0.006 0.036
C -0.035 -0.049 0.029
C 0.052 0.018 0.011
C 0.003 -0.004 -0.013
C -0.014 -0.004 -0.006
C 0.011 0.002 -0.005
C 0.000 0.006 0.016
C -0.028 -0.023 -0.040
H -0.009 -0.023 -0.006
H 0.061 0.062 -0.014
H 0.011 0.015 -0.024
H 0.000 -0.003 0.006
H 0.001 0.006 -0.001
H -0.007 -0.003 -0.004
H 0.003 0.001 -0.002
H -0.001 -0.001 -0.012
H -0.009 0.006 0.000
H 0.009 0.004 0.005
H -0.002 0.001 0.000
H -0.004 -0.004 0.002
H 0.001 -0.002 0.002
H 0.005 -0.004 0.013
H -0.003 0.009 -0.009
H 0.002 0.018 -0.002
H -0.005 -0.022 -0.001
H 0.005 0.002 0.005
H 0.009 0.022 0.003
H -0.013 -0.017 -0.006
H -0.001 -0.001 0.004
H 0.005 0.003 0.003
H 0.006 0.000 -0.002
H 0.010 -0.005 -0.006
F 0.091 0.038 -0.001
C -0.040 -0.030 -0.005
F -0.007 0.006 -0.020
F 0.004 0.004 0.011
S 0.136 0.107 -0.058
O -0.034 -0.049 -0.084
O -0.026 -0.030 0.013
N -0.105 -0.030 0.059
S 0.079 0.012 0.031
O -0.161 -0.059 0.062
O -0.050 0.008 0.018
C -0.095 -0.025 -0.024
F 0.017 0.011 0.011
F -0.018 0.001 0.020
F 0.078 -0.001 0.005
C -0.036 -0.008 0.004
H 0.027 -0.011 -0.025
H 0.003 -0.005 -0.003

***

DFT (wB97M-V/def2-TZVPD) results for a molecular structure, C27H26FN5O9PS4TcTe.

Summary:
<S²> ... 1.091
Multiplicity ... 2
DFT total energy ... -119145.4835 eV
Net charge ... -1

Each line ends with the Mulliken spin population.
Atoms and positions in Å:
Tc 1.2434 0.3778 -0.1238  0.077
C -0.9145 -0.9933 3.3424  -0.002
C -0.1882 -0.2256 2.2875  0.032
N 0.5175 -0.7742 1.3431  0.007
N 0.8385 -2.0794 1.2978  0.000
C 1.9401 -2.1936 0.5667  0.011
O 2.5564 -1.1557 0.1341  -0.009
C 2.4245 -3.5430 0.2268  0.014
C 1.7772 -4.6788 0.7095  -0.001
C 2.1716 -5.9351 0.2840  0.000
C 3.2201 -6.0703 -0.6170  0.000
C 3.8809 -4.9414 -1.0809  0.001
C 3.4895 -3.6817 -0.6588  -0.007
C 0.0141 1.1971 2.3271  -0.022
C -0.6227 2.0449 3.2374  0.015
C -0.2035 3.3498 3.3518  -0.011
C 0.8662 3.7793 2.5707  -0.001
C 1.4015 2.9230 1.6370  -0.051
N 0.9787 1.6605 1.4735  0.003
H -0.8123 -2.0572 3.1438  0.000
H -1.9744 -0.7318 3.3524  0.000
H -0.5018 -0.7766 4.3301  0.001
H 0.9665 -4.5568 1.4149  0.000
H 1.6549 -6.8146 0.6474  0.000
H 3.5128 -7.0528 -0.9656  0.000
H 4.6945 -5.0456 -1.7871  0.000
H 3.9917 -2.7927 -1.0165  0.004
H -1.4372 1.6552 3.8322  0.001
H -0.6868 4.0250 4.0455  -0.001
H 1.2465 4.7865 2.6510  0.000
H 2.2065 3.2418 0.9961  0.022
O 7.0204 3.9871 -2.5027  0.026
C 6.1039 3.3449 -2.0669  0.012
S 4.6461 2.9455 -2.9918  0.001
C 3.8120 2.0603 -1.7248  0.075
C 4.4735 1.9169 -0.5163  0.125
S 3.8843 1.0892 0.8198  0.334
S 6.0602 2.6810 -0.4241  0.010
S 2.2746 1.4738 -2.0814  0.354
F -4.0727 2.1454 2.3304  0.000
C -3.9162 3.0090 1.3094  0.000
C -3.0129 2.7595 0.3493  0.012
N -2.8061 3.6054 -0.7036  -0.001
C -1.8011 3.2611 -1.7130  0.001
C -0.5356 2.7662 -0.9916  0.007
O 0.1925 3.6139 -0.4947  0.005
O -0.4217 1.4822 -0.9268  -0.040
C -3.5098 4.7908 -0.8201  0.000
O -3.3643 5.5816 -1.7265  0.000
N -4.4299 5.0022 0.1941  0.000
C -4.7440 4.1959 1.2872  0.000
O -5.6111 4.5080 2.0761  0.000
H -2.4002 1.8664 0.3791  -0.004
H -1.5611 4.1624 -2.2672  0.000
H -2.1810 2.4967 -2.3888  -0.002
H -4.9522 5.8621 0.1246  0.000
C 0.6874 -4.3184 -2.6581  0.000
C -0.5117 -3.7950 -1.8909  -0.001
O -1.0809 -2.6737 -2.5739  0.000
P -0.7325 -1.1665 -2.0952  0.007
O 0.7040 -1.1145 -1.6310  -0.004
Te -1.4912 0.0471 -3.9608  -0.001
O -1.6157 -1.0427 -0.7381  0.000
C -3.0392 -1.0279 -0.8670  0.001
C -3.6485 -1.2535 0.5035  0.001
H 1.0936 -5.2043 -2.1677  0.000
H 1.4609 -3.5513 -2.6914  0.000
H 0.3959 -4.5616 -3.6801  0.000
H -0.2230 -3.5192 -0.8722  0.000
H -1.2975 -4.5525 -1.8339  0.000
H -3.3517 -1.8087 -1.5652  0.000
H -3.3521 -0.0678 -1.2870  0.000
H -3.1859 -2.1239 0.9718  0.000
H -4.7201 -1.4272 0.4065  0.000
H -3.4916 -0.3866 1.1478  -0.001

Cartesian forces, eV/Å:
Tc 2.735 0.722 -0.500
C 0.083 0.030 -0.020
C -0.006 -0.625 -0.048
N -0.362 0.558 0.183
N -0.015 -0.822 -0.065
C -0.595 0.506 0.382
O -0.017 -1.206 -0.398
C 0.244 -0.175 0.000
C 0.026 0.061 0.063
C 0.028 -0.080 0.060
C 0.015 0.052 -0.008
C 0.064 -0.106 0.001
C -0.011 0.077 0.069
C 0.036 0.526 -0.102
C -0.042 -0.249 -0.001
C 0.181 0.059 -0.114
C -0.163 -0.004 0.227
C 0.168 0.014 -0.147
N -1.022 0.190 0.542
H -0.019 0.010 -0.010
H -0.012 0.011 -0.001
H -0.032 -0.009 0.027
H -0.046 -0.002 -0.052
H 0.003 0.006 0.018
H 0.017 -0.004 0.016
H 0.015 0.020 0.010
H -0.060 0.022 -0.036
H 0.021 0.010 0.042
H -0.013 -0.003 0.009
H 0.040 -0.003 -0.047
H -0.083 -0.021 -0.122
O -0.040 -0.035 0.035
C -0.069 -0.060 -0.071
S 0.066 0.024 0.049
C -0.501 -0.110 -0.423
C 0.391 0.111 0.461
S -0.627 0.193 -0.376
S -0.092 -0.058 0.090
S 0.057 0.179 -0.146
F -0.057 0.028 0.031
C 0.191 -0.181 -0.076
C -0.251 0.023 0.270
N -0.087 0.233 0.011
C 0.260 -0.329 -0.114
C -0.236 0.236 -0.069
O 0.118 -0.127 -0.166
O 0.469 0.023 0.626
C 0.107 -0.172 -0.114
O -0.026 0.003 0.067
N -0.056 -0.015 0.141
C 0.014 0.083 -0.138
O 0.064 -0.034 0.053
H 0.023 -0.028 -0.064
H -0.042 0.023 0.052
H -0.060 -0.038 0.004
H -0.023 0.030 -0.054
C -0.119 0.155 0.023
C 0.171 -0.149 0.104
O 0.322 0.100 0.210
P -1.315 -0.613 -1.073
O 0.072 0.726 0.814
Te 0.014 0.180 0.041
O 0.162 0.066 -0.147
C -0.180 -0.010 0.110
C 0.220 0.029 -0.115
H -0.015 0.002 -0.056
H -0.004 -0.023 -0.029
H 0.015 -0.050 -0.007
H -0.088 0.000 -0.023
H -0.003 0.035 0.024
H 0.033 0.007 0.005
H 0.037 -0.019 -0.045
H -0.059 -0.018 0.022
H -0.030 0.031 0.041
H -0.006 -0.016 0.048

***

Number 1 is which compound? C27H26F6N2O5PRuS2

***

The highest <S²> belongs to which entry? C27H26F6N2O5PRuS2